18
Properties=species:S:1:pos:R:3:forces:R:3:nbo_charge:R:1 method="wB97M-V/def2-TZVPD" energy_ha=-343.57313 charge=-2 molar_mass_da=103.14 homo_lumo_gap_ev="2.95 / 6.92" de_lowest_ev=0.4132 multiplicity=2
O 2.187088 -1.427190 -0.496264 -0.048 0.469 0.244 -0.94
N -1.872334 -1.549920 0.251227 -0.449 -0.047 -0.353 -0.92
N 1.045056 0.812255 -0.527548 -0.636 -0.571 0.067 -0.71
C -0.676033 1.341215 1.167631 0.023 -0.240 -0.714 -1.23
C 0.005641 0.235245 0.331487 -0.471 0.183 0.833 -0.10
C 2.233838 -0.161260 -0.881657 -0.670 0.179 -0.478 0.15
C -0.954654 -0.676887 -0.472270 1.389 -0.451 0.377 -0.33
H 3.049604 0.472112 -0.492611 0.680 -0.267 0.244 0.06
H -1.423779 -2.073038 0.992325 0.122 0.251 0.011 0.34
H -1.511417 -0.127435 -1.230607 -0.088 0.200 0.003 0.16
H -1.409971 1.886977 0.569528 0.036 0.240 -0.176 0.15
H 0.506690 -0.415489 1.059454 0.139 -0.110 -0.296 0.17
H -2.657163 -1.035388 0.631665 0.030 0.117 0.302 0.30
H 0.541305 1.065426 -1.373357 0.300 -0.016 -0.217 0.31
H -1.281851 0.990700 2.008818 0.294 -0.089 0.113 0.15
H -0.202033 -1.301845 -0.969781 -0.429 -0.178 -0.306 0.22
H 2.278476 -0.051480 -2.001888 0.121 0.160 -0.095 0.03
H 0.141540 2.016007 1.433852 -0.344 0.169 0.440 0.19



26
Properties=species:S:1:pos:R:3:forces:R:3:nbo_charge:R:1 method="wB97M-V/def2-TZVPD" energy_ha=-406.79863 molar_mass_da=131.22 homo_lumo_gap_ev=7.52 de_lowest_ev=3.5836
O -1.082668 1.603166 -0.975056 0.653 -0.800 0.766 -0.68
N 1.687130 -1.231433 1.065749 0.875 -0.702 0.699 -0.86
C 1.337212 -0.432202 -0.090541 -3.078 -0.828 0.206 -0.15
C -0.560031 1.745292 1.359931 0.821 -0.156 -0.205 -0.67
C -1.023092 0.904235 0.209884 -4.372 -0.953 0.689 0.42
C -1.757814 -0.269660 0.449304 -0.658 2.860 -0.179 -0.41
C 1.391616 -1.284799 -1.346990 0.346 -0.111 0.010 -0.62
C 2.261665 0.764569 -0.196206 -0.343 0.235 0.032 -0.62
C -2.730513 -0.866816 -0.527176 0.253 -0.325 -0.178 -0.64
H 2.288329 1.342455 0.731873 -0.034 0.011 -0.048 0.20
H 3.295403 0.459609 -0.402948 -0.159 -0.195 0.023 0.21
H 2.403222 -1.669710 -1.524457 0.013 0.027 0.001 0.20
H 1.046419 -2.014675 1.180298 0.113 0.181 -0.002 0.35
H 0.012766 -0.368201 0.139217 5.007 0.935 -1.499 0.27
H -1.373844 2.393795 1.696867 0.055 -0.097 -0.214 0.24
H -2.779239 -1.951760 -0.404978 -0.050 0.032 -0.058 0.22
H 0.285239 2.363712 1.057512 -0.063 0.073 0.062 0.23
H -0.244751 1.125431 2.202188 -0.087 -0.007 -0.139 0.23
H 0.733101 -2.156237 -1.267135 -0.050 0.098 -0.029 0.20
H -3.750340 -0.483658 -0.387943 0.153 0.019 0.020 0.21
H -1.694814 1.158463 -1.577201 0.136 -0.063 0.095 0.49
H 1.647102 -0.676924 1.916564 -0.025 -0.100 -0.101 0.35
H 1.098413 -0.696657 -2.220113 -0.062 -0.053 0.026 0.20
H -2.460851 -0.701420 -1.574386 0.046 0.008 -0.016 0.19
H -1.976345 -0.482812 1.492470 0.525 -0.118 -0.042 0.22
H 1.946683 1.426239 -1.006728 -0.012 0.031 0.078 0.21